One molecule with the formula C19H29FN2O5S. Source: the Open Molecules 2025 dataset; level of theory: wB97M-V/def2-TZVPD.

XYZ file:
```
57
Properties=species:S:1:pos:R:3:mulliken_charge:R:1
O 2.475 1.620 -1.468 -0.661
C 1.538 2.269 -1.034 0.313
N 0.243 1.908 -1.114 0.071
C -0.236 0.619 -1.592 -1.665
C 0.600 -0.574 -1.134 0.515
C 0.737 -0.640 0.411 -0.960
C 0.086 -1.982 0.756 -0.299
C 1.008 -3.124 0.291 -0.942
C 0.864 -3.060 -1.254 -1.018
C -0.124 -1.895 -1.444 -0.659
N -0.987 -2.026 -0.254 0.253
C -2.051 -2.863 -0.111 0.071
O -2.342 -3.368 0.959 -0.684
C -2.893 -3.116 -1.366 0.213
C -4.172 -3.890 -1.014 -1.043
C -5.087 -2.895 -0.306 -0.807
S -4.902 -1.372 -1.234 1.210
O -5.947 -1.278 -2.222 -0.696
O -4.649 -0.266 -0.347 -0.684
C -3.369 -1.842 -2.068 -0.594
C 1.799 3.577 -0.298 -0.005
F 0.622 4.340 -0.270 -0.445
C 2.259 3.350 1.136 0.330
C 3.583 2.590 1.219 -0.482
C 4.024 2.482 2.671 -0.692
O 4.149 3.752 3.283 -0.399
C 2.917 4.447 3.283 -0.619
C 2.401 4.683 1.873 -0.804
H -0.430 2.563 -0.754 0.278
H -1.251 0.510 -1.204 0.707
H -0.290 0.622 -2.686 0.173
H 1.568 -0.546 -1.625 0.648
H 1.773 -0.588 0.745 0.201
H 0.188 0.179 0.879 0.308
H -0.298 -2.080 1.765 0.582
H 2.033 -2.975 0.628 0.456
H 0.656 -4.078 0.682 0.390
H 1.806 -2.877 -1.769 0.520
H 0.443 -3.986 -1.647 0.301
H -0.665 -1.902 -2.388 0.665
H -2.272 -3.698 -2.053 0.581
H -4.637 -4.251 -1.933 0.453
H -3.954 -4.739 -0.371 0.340
H -6.142 -3.158 -0.324 0.524
H -4.752 -2.705 0.712 0.392
H -2.690 -0.998 -2.002 -0.053
H -3.634 -2.038 -3.106 0.445
H 2.543 4.142 -0.862 0.454
H 1.483 2.758 1.640 0.079
H 3.499 1.596 0.780 0.283
H 4.349 3.129 0.653 0.299
H 3.302 1.873 3.236 0.362
H 5.000 2.006 2.747 0.357
H 2.173 3.877 3.860 0.365
H 3.094 5.390 3.799 0.362
H 3.111 5.320 1.336 0.327
H 1.447 5.209 1.911 0.383
```

Calculated values
* SMILES: O=C(NC[C@H]1C[C@@H]2CC[C@H]1N2C(=O)[C@H]1CCS(=O)(=O)C1)[C@@H](F)C1CCOCC1
* energy: -1725.1969 Eh
* HOMO-LUMO gap: 10.17 eV
* energy relative to the best compared isomer or geometry (same formula, charge and spin): 1.42 kcal/mol
* HOMO: -9.71 eV
* charge: 0
* lowest unoccupied orbital energy: 0.5 eV